The following is a quantum chemistry calculation of a cluster of 4 separate species, H10NO3 in total, from the OMol25 dataset.

Last column: Mulliken charge in e.
Positions of all 14 atoms, in Å:
N (-0.6281, 0.4666, -0.1430)  -0.34
H (-0.0465, 1.2556, 0.1844)  0.32
H (-1.5869, 0.7454, 0.0551)  0.39
H (-0.4309, -0.3508, 0.4459)  0.32
H (-0.4265, 0.2544, -1.1354)  0.39
H (0.3818, 3.1983, 1.8635)  0.33
H (0.9824, 3.3349, 0.4874)  0.34
O (0.6710, 2.6677, 1.1117)  -0.71
H (1.2565, -0.8417, -2.7794)  0.31
H (-0.1846, -1.3613, -2.9102)  0.32
O (0.3912, -0.8237, -2.3592)  -0.66
H (-0.3738, -3.2059, 1.0309)  0.32
H (-0.9875, -2.3419, 2.1464)  0.33
O (-0.3860, -2.3191, 1.3974)  -0.67

Output
**DFT total energy**: -7789.4458 eV
**HOMO**: -0.5714 hartree
**Net charge**: +1
**Relative energy (zero: lowest compared OMol25 entry of this formula, charge and spin)**: 5.4 kcal/mol